Entry from the OMol25 dataset: the molecule C3H6N2O2 (wB97M-V/def2-TZVPD).

Last column: natural (NBO) charge in e.
Geometry (Å):
C  1.35714  -1.27838  0.52538  -0.2626
O  1.13359  -0.08010  -0.23966  -0.5654
C  -0.38845  0.24491  -0.48406  0.6966
N  -1.14661  -0.45732  -1.18260  -0.7304
N  -0.37481  1.33427  0.27757  -0.7558
C  -1.46778  2.17704  0.33829  0.5368
O  -1.50124  3.18748  1.00041  -0.5569
H  2.42715  -1.34331  0.72451  0.2103
H  1.03786  -2.12826  -0.08034  0.2010
H  0.78609  -1.23917  1.45818  0.2006
H  -0.71333  -1.22247  -1.68540  0.3752
H  0.98395  0.85248  0.37455  0.5376
H  -2.32460  1.84191  -0.27796  0.1131

Atoms 1-2, force components in eV/Å:
C 0.046 -0.173 0.043
O -0.032 0.138 0.042

Summary:
- E (Eh) = -377.8149
- energy relative to the best compared isomer or geometry (same formula, charge and spin) (kJ/mol) = 379.1
- molar mass (u) = 102.1
- spin multiplicity = 1

***

Entry from the OMol25 dataset: the molecule C17H24O6 (wB97M-V/def2-TZVPD).

Last column: natural (NBO) charge in e.
Geometry (Å):
O  -6.95357  -0.15464  5.86270  -0.5442
O  -0.38169  -1.40440  -2.10208  -0.5927
O  -7.98685  1.11424  4.29365  -0.6826
O  2.60103  0.71415  0.64551  -0.4940
O  0.67645  -0.81724  -4.48730  -0.7177
O  0.55031  0.57081  -1.08537  -0.5236
C  -6.89913  0.46378  4.86884  0.7653
C  0.43199  -0.44943  -2.07277  0.7823
C  -5.70156  0.59207  4.00213  -0.3549
C  -4.80989  -0.45753  4.07997  -0.1248
C  -3.59576  -0.53263  3.31320  -0.2340
C  -2.97254  0.32291  2.42760  -0.1839
C  -1.88580  -0.11437  1.57568  -0.2021
C  -1.14128  0.80486  0.72300  -0.1645
C  4.62696  1.26959  -3.73414  -0.6085
C  2.97433  -2.22300  -3.32252  -0.6259
C  3.77800  0.04805  -4.18551  -0.3929
C  1.47348  -0.48255  2.41929  -0.6288
C  2.04113  1.85504  1.25574  -0.0946
C  2.87718  -0.69277  -3.06549  -0.2177
C  1.31784  0.42062  1.23468  0.2113
C  1.32248  -0.19261  -3.30449  0.0042
C  0.17929  0.10991  0.29215  0.0373
H  -7.64352  1.61830  3.51966  0.4795
H  0.49264  -1.73661  -4.35805  0.4819
H  -5.50021  1.28506  3.20287  0.2082
H  -5.07248  -1.22334  4.78612  0.2291
H  -3.32622  -1.53068  3.53516  0.2082
H  -3.29876  1.37000  2.27856  0.2075
H  -1.60398  -1.16259  1.67461  0.2124
H  -1.35252  1.84536  0.58544  0.2232
H  4.08914  2.18514  -3.62225  0.1993
H  5.44617  1.56258  -4.48145  0.2107
H  5.09346  0.98977  -2.74831  0.2008
H  2.88432  -2.38311  -4.37933  0.2152
H  2.14171  -2.74605  -2.85508  0.2079
H  3.87806  -2.69069  -2.93044  0.2199
H  4.59390  -0.66808  -4.45483  0.1952
H  3.26058  0.31154  -5.04747  0.2080
H  0.68758  -0.28100  3.07758  0.2200
H  1.39725  -1.56509  2.09000  0.2078
H  2.41335  -0.33189  2.88529  0.2344
H  2.59734  2.15275  2.11566  0.1736
H  1.65780  2.69033  0.77064  0.1805
H  3.29739  -0.38857  -2.10587  0.2272
H  1.28167  0.91014  -3.46559  0.2156
H  0.06290  -0.97811  0.29264  0.2207

Atoms 1-2, force components in eV/Å:
O -0.531 -0.864 1.554
O 2.773 3.156 1.346

Summary:
- E (Eh) = -1113.4390
- energy relative to the best compared isomer or geometry (same formula, charge and spin) (kJ/mol) = 533.6
- molar mass (u) = 324.4
- spin multiplicity = 1

***

Entry from the OMol25 dataset: the molecule C5H6N2S2 (wB97M-V/def2-TZVPD).

Last column: natural (NBO) charge in e.
Geometry (Å):
C  0.78915  0.75136  -0.43049  -0.1260
C  0.59609  0.24779  -1.66784  -0.3786
C  0.24736  0.00415  0.73313  -0.3525
C  -0.60572  -0.47895  -1.92288  0.1539
C  -0.26289  -1.35427  0.28986  -0.2896
N  -1.99934  0.96068  0.37785  -0.9359
N  -1.19368  -1.05025  -0.84579  -0.5942
S  -1.03503  0.99496  1.87699  0.3325
S  -2.70217  -0.50673  -0.25768  0.6205
H  1.06120  1.81238  -0.08388  0.2324
H  1.05393  0.80156  -2.49793  0.2229
H  1.24955  -0.14865  1.25205  0.2661
H  0.55459  -2.00021  -0.14284  0.2226
H  -0.80741  -1.87813  1.08648  0.2329
H  -2.81711  1.59045  0.58966  0.3932

Atoms 1-2, force components in eV/Å:
C -1.465 1.898 1.573
C 1.335 0.883 -0.948

Summary:
- E (Eh) = -1099.8125
- energy relative to the best compared isomer or geometry (same formula, charge and spin) (kJ/mol) = 383.8
- molar mass (u) = 158.3
- spin multiplicity = 1

***

Entry from the OMol25 dataset: C56H70BeOP2Si5 as an isolated structure (wB97M-V/def2-TZVPD).

Last column: Löwdin charge in e.
Geometry (Å):
Be  0.27069  -0.31807  0.28145  -0.1278
C  1.54868  0.67485  3.34329  -0.2005
Si  -0.12589  0.39034  2.45850  0.6805
C  -0.74328  -1.21657  3.36012  -0.2624
C  -0.92587  -1.28814  4.75249  -0.0875
C  -1.30456  -2.45202  5.39137  -0.0754
C  -1.53415  -3.61107  4.65363  -0.0776
C  -1.37933  -3.57319  3.28552  -0.0978
C  -0.97377  -2.39318  2.64991  -0.3667
P  -1.00231  -2.27454  0.82430  1.0975
C  -0.47050  -3.93687  0.29340  -0.3570
C  0.51468  -4.62257  1.00288  -0.1282
C  1.00255  -5.83738  0.54296  -0.0825
C  0.49312  -6.39609  -0.62043  -0.0767
C  -0.48820  -5.72275  -1.33318  -0.0738
C  -0.95256  -4.49379  -0.89016  -0.1053
C  -2.82384  -2.24333  0.63838  -0.3322
C  -3.43444  -1.01319  0.87719  -0.1002
C  -4.81523  -0.91383  0.92787  -0.0688
C  -5.60291  -2.03952  0.72989  -0.0737
C  -5.00156  -3.26560  0.49024  -0.0730
C  -3.61765  -3.37057  0.45297  -0.0934
C  -1.27265  1.73126  3.23284  -0.2823
C  -1.15072  1.96000  4.60909  -0.1171
C  -2.04785  2.74742  5.31473  -0.0794
C  -3.10555  3.34870  4.64781  -0.0810
C  -3.19046  3.22848  3.27084  -0.0955
C  -2.27364  2.45219  2.56410  -0.3805
P  -2.01693  2.61408  0.75967  1.0856
C  -3.39422  3.69090  0.22263  -0.3881
C  -4.69212  3.19540  0.36602  -0.1266
C  -5.78228  3.89607  -0.11791  -0.0813
C  -5.59234  5.10555  -0.77668  -0.0910
C  -4.30919  5.60189  -0.93877  -0.0788
C  -3.21709  4.90326  -0.43649  -0.0931
C  -0.61127  3.78863  0.93978  -0.3660
C  -0.70970  5.01303  1.60435  -0.0860
C  0.40531  5.81127  1.78794  -0.0742
C  1.64957  5.38394  1.33271  -0.0792
C  1.76442  4.16026  0.69681  -0.0890
C  0.63537  3.37183  0.49883  -0.1297
H  1.56984  0.17183  4.31290  0.0234
H  1.73833  1.73899  3.50690  0.0315
H  2.38544  0.28586  2.75942  -0.0064
H  -0.77652  -0.40850  5.36232  0.0795
H  -1.43430  -2.45735  6.46668  0.1031
H  -1.84556  -4.52458  5.14382  0.1029
H  -1.58956  -4.46119  2.70080  0.1059
H  0.90010  -4.20803  1.92750  0.1005
H  1.76905  -6.35520  1.10561  0.1060
H  0.86041  -7.35244  -0.96914  0.1041
H  -0.88077  -6.14510  -2.24934  0.1098
H  -1.69013  -3.96278  -1.47675  0.0859
H  -2.82674  -0.12445  1.02507  0.0604
H  -5.27975  0.04457  1.12272  0.0938
H  -6.68159  -1.96068  0.76587  0.1038
H  -5.60780  -4.14953  0.33928  0.1044
H  -3.16770  -4.33991  0.29157  0.0970
H  -0.31972  1.52325  5.14987  0.0848
H  -1.92091  2.88780  6.38102  0.1014
H  -3.82743  3.94915  5.18670  0.1014
H  -3.96290  3.76871  2.73449  0.0947
H  -4.84560  2.24289  0.86251  0.0885
H  -6.77990  3.49439  0.00644  0.1024
H  -6.44140  5.65191  -1.16644  0.0994
H  -4.15143  6.54011  -1.45532  0.1025
H  -2.22162  5.30756  -0.57093  0.0964
H  -1.66806  5.34470  1.98802  0.1104
H  0.30920  6.76090  2.29845  0.1023
H  2.52574  6.00120  1.48543  0.1013
H  2.73295  3.81607  0.35450  0.0911
H  0.72059  2.40124  0.02594  0.0400
C  2.34050  2.84315  -2.51274  -0.2049
Si  0.68641  2.10403  -3.08316  0.3487
C  0.98709  1.87743  -4.93648  -0.2200
C  -0.59189  3.47479  -2.90389  -0.2117
Si  0.01673  0.10301  -1.97747  0.4368
Si  1.54701  -1.28877  -3.15557  0.3490
C  1.10994  -1.70173  -4.94147  -0.2154
C  3.24859  -0.46600  -3.18494  -0.2112
C  1.89130  -2.99847  -2.41660  -0.2039
Si  -2.06835  -0.16640  -3.03957  0.3213
C  -3.35227  0.92007  -2.20488  -0.2202
C  -2.74849  -1.92312  -3.10947  -0.2096
C  -2.10060  0.34414  -4.85720  -0.2196
H  2.83087  3.27229  -3.39143  0.0364
H  3.01991  2.11192  -2.07990  -0.0088
H  2.20324  3.64808  -1.79561  0.0018
H  0.95992  2.86111  -5.41550  0.0378
H  0.26883  1.23930  -5.44170  -0.0104
H  1.98199  1.46303  -5.10363  0.0149
H  -0.19542  4.40115  -3.33056  0.0375
H  -0.82217  3.66179  -1.85359  -0.0081
H  -1.53341  3.24559  -3.40688  0.0202
H  1.04686  -0.82844  -5.58837  0.0072
H  0.15106  -2.22461  -4.99127  0.0182
H  1.87495  -2.37073  -5.34722  0.0326
H  3.24432  0.45764  -3.76031  0.0009
H  3.98193  -1.14055  -3.63741  0.0348
H  3.59819  -0.21715  -2.18209  0.0086
H  1.28178  -3.75239  -2.91532  0.0235
H  1.68946  -3.08907  -1.35422  -0.0113
H  2.94130  -3.25710  -2.59745  0.0348
H  -3.61700  0.53901  -1.21813  -0.0062
H  -4.26395  0.96059  -2.80876  0.0401
H  -2.98747  1.93928  -2.07256  -0.0031
H  -3.10234  -2.29264  -2.14658  -0.0006
H  -2.01932  -2.63004  -3.51337  0.0170
H  -3.60191  -1.90585  -3.79377  0.0326
H  -1.82039  1.38081  -5.04044  0.0121
H  -3.13041  0.21064  -5.20239  0.0316
H  -1.45804  -0.29263  -5.47011  0.0176
C  8.35319  -1.39232  0.93388  -0.0389
C  6.85295  -1.42141  0.88127  -0.2400
C  6.12234  -0.26230  0.67266  0.0027
C  4.73472  -0.26122  0.59761  -0.1613
C  4.06612  1.07212  0.37341  -0.0323
C  4.06917  -1.49698  0.76213  -0.0842
C  2.62825  -1.64882  0.72081  -0.1117
O  1.82102  -0.76267  0.44989  -0.1507
C  4.79669  -2.69108  0.97865  -0.1850
C  4.12387  -4.03192  1.14997  -0.0384
C  6.17469  -2.62922  1.02919  -0.0019
H  8.73592  -0.37536  0.87333  0.0772
H  8.77443  -1.96540  0.10603  0.0888
H  8.71653  -1.84309  1.85840  0.0863
H  6.64640  0.67816  0.54671  0.1222
H  4.73748  1.71863  -0.19316  0.0896
H  3.87911  1.55503  1.33676  0.0938
H  3.12280  1.01630  -0.15253  0.0518
H  2.23063  -2.63851  0.96502  0.1035
H  3.49846  -4.29774  0.29420  0.0767
H  3.49200  -4.05678  2.04017  0.0893
H  4.87993  -4.80644  1.26319  0.0827
H  6.73993  -3.54058  1.18765  0.1220

Atoms 1-2, force components in eV/Å:
Be -0.639 -0.174 0.063
C -0.027 0.089 0.015

Summary:
- E (Eh) = -4396.2337
- energy relative to the best compared isomer or geometry (same formula, charge and spin) (kJ/mol) = 18.6
- molar mass (u) = 970.6
- spin multiplicity = 1

***

Question: Number 4 is which compound?
Answer: C56H70BeOP2Si5

***

Please write out number 1 again, unchanged.
Entry from the OMol25 dataset: the molecule C3H6N2O2 (wB97M-V/def2-TZVPD).

Last column: natural (NBO) charge in e.
Geometry (Å):
C  1.35714  -1.27838  0.52538  -0.2626
O  1.13359  -0.08010  -0.23966  -0.5654
C  -0.38845  0.24491  -0.48406  0.6966
N  -1.14661  -0.45732  -1.18260  -0.7304
N  -0.37481  1.33427  0.27757  -0.7558
C  -1.46778  2.17704  0.33829  0.5368
O  -1.50124  3.18748  1.00041  -0.5569
H  2.42715  -1.34331  0.72451  0.2103
H  1.03786  -2.12826  -0.08034  0.2010
H  0.78609  -1.23917  1.45818  0.2006
H  -0.71333  -1.22247  -1.68540  0.3752
H  0.98395  0.85248  0.37455  0.5376
H  -2.32460  1.84191  -0.27796  0.1131

Atoms 1-2, force components in eV/Å:
C 0.046 -0.173 0.043
O -0.032 0.138 0.042

Summary:
- E (Eh) = -377.8149
- energy relative to the best compared isomer or geometry (same formula, charge and spin) (kJ/mol) = 379.1
- molar mass (u) = 102.1
- spin multiplicity = 1

***

Question: Which of these has the lowest molar mass?
Answer: C3H6N2O2